Molecular formula: C19H24N2O6S2
Method: DFT, the ωB97M-V functional and the def2-TZVPD basis

Properties
HOMO-LUMO gap = 9.169 eV
Relative energy (zero: lowest compared OMol25 entry of this formula, charge and spin) = 2.0 kJ/mol
HOMO level = -8.707 eV
Electronic energy = -57026.899 eV
Molecular weight = 440.5 g mol⁻¹
SMILES string = COc1ccc(S(=O)(=O)Nc2ccc(S(=O)(=O)N3CCCCC3)cc2)cc1OC

Geometry as ORCA input:
```
! wB97M-V def2-TZVPD RIJCOSX def2/J DEFGRID3
* xyz 0 1
C 1.597 2.188 -5.132
O 1.972 0.831 -5.073
C 2.422 0.331 -3.902
C 2.566 1.052 -2.727
C 3.036 0.439 -1.572
C 3.349 -0.898 -1.608
S 3.843 -1.761 -0.132
O 4.569 -2.947 -0.472
O 4.392 -0.855 0.826
N 2.359 -2.344 0.446
C 1.270 -1.522 0.673
C -0.023 -1.948 0.358
C -1.102 -1.118 0.588
C -0.895 0.140 1.122
S -2.312 1.193 1.391
O -3.151 1.154 0.228
O -1.846 2.480 1.836
N -3.092 0.323 2.594
C -2.455 0.417 3.892
C -2.837 1.694 4.641
C -4.357 1.804 4.736
C -4.959 1.755 3.334
C -4.533 0.465 2.636
C 0.378 0.571 1.449
C 1.462 -0.258 1.235
C 3.220 -1.648 -2.767
C 2.770 -1.047 -3.928
O 2.620 -1.666 -5.122
C 2.990 -3.022 -5.222
H 2.443 2.848 -4.914
H 0.775 2.408 -4.444
H 1.265 2.354 -6.155
H 2.316 2.100 -2.695
H 3.169 0.998 -0.662
H 2.150 -3.253 0.061
H -0.171 -2.932 -0.064
H -2.108 -1.420 0.345
H -1.377 0.374 3.724
H -2.754 -0.466 4.469
H -2.443 2.548 4.089
H -2.388 1.680 5.636
H -4.634 2.736 5.233
H -4.749 0.974 5.330
H -4.593 2.602 2.749
H -6.048 1.807 3.379
H -4.874 0.450 1.600
H -4.938 -0.407 3.162
H 0.498 1.557 1.869
H 2.461 0.045 1.501
H 3.505 -2.686 -2.727
H 4.044 -3.170 -4.969
H 2.370 -3.656 -4.581
H 2.826 -3.291 -6.264
*
```

Molecular formula: C19H24N4O3
Method: DFT, the ωB97M-V functional and the def2-TZVPD basis

Properties
HOMO-LUMO gap = 9.046 eV
Relative energy (zero: lowest compared OMol25 entry of this formula, charge and spin) = 434.9 kJ/mol
HOMO level = -8.342 eV
Electronic energy = -32193.708 eV
Molecular weight = 356.4 g mol⁻¹
SMILES string = COc1ccc(C(=O)N2CCN(Cc3nc(CC4CC4)no3)CC2)cc1

Geometry as ORCA input:
```
! wB97M-V def2-TZVPD RIJCOSX def2/J DEFGRID3
* xyz 0 1
C -0.843 5.944 1.870
O 0.419 5.397 2.164
C 0.589 4.052 2.056
C -0.394 3.155 1.649
C -0.102 1.804 1.568
C 1.160 1.324 1.890
C 1.440 -0.144 1.896
O 1.768 -0.723 2.916
N 1.247 -0.798 0.723
C 1.148 -0.177 -0.575
C 2.372 -0.558 -1.433
N 2.631 -1.981 -1.503
C 1.948 -2.708 -2.550
C 0.463 -2.551 -2.589
N -0.429 -3.037 -1.779
C -1.599 -2.505 -2.241
C -2.898 -2.693 -1.555
C -2.967 -1.729 -0.383
C -3.248 -0.282 -0.655
C -4.284 -1.136 0.012
N -1.427 -1.746 -3.286
O -0.085 -1.768 -3.527
C 2.662 -2.573 -0.180
C 1.430 -2.236 0.667
C 2.133 2.222 2.320
C 1.856 3.569 2.391
H -0.745 7.016 2.035
H -1.618 5.547 2.533
H -1.128 5.764 0.828
H -1.388 3.492 1.398
H -0.873 1.111 1.263
H 1.111 0.908 -0.469
H 0.220 -0.506 -1.057
H 2.249 -0.165 -2.444
H 3.257 -0.094 -0.985
H 2.335 -2.356 -3.513
H 2.186 -3.768 -2.436
H -3.702 -2.484 -2.260
H -2.973 -3.721 -1.199
H -2.264 -1.961 0.408
H -2.740 0.466 -0.065
H -3.410 0.013 -1.680
H -5.157 -1.413 -0.557
H -4.481 -0.981 1.062
H 2.767 -3.654 -0.274
H 3.553 -2.179 0.321
H 1.562 -2.592 1.689
H 0.539 -2.693 0.226
H 3.107 1.851 2.599
H 2.603 4.277 2.714
*
```

Molecular formula: C19H24N4O6S2
Method: DFT, the ωB97M-V functional and the def2-TZVPD basis

Properties
HOMO-LUMO gap = 8.424 eV
Relative energy (zero: lowest compared OMol25 entry of this formula, charge and spin) = 0.0 kJ/mol
HOMO level = -8.368 eV
Electronic energy = -60007.334 eV
Molecular weight = 468.6 g mol⁻¹
SMILES string = COc1cc(C(=O)Nc2nnc(SCC(=O)NC[C@@H]3CCCO3)s2)cc(OC)c1OC

Geometry as ORCA input:
```
! wB97M-V def2-TZVPD RIJCOSX def2/J DEFGRID3
* xyz 0 1
C 3.944 2.637 -1.929
O 4.895 1.814 -1.300
C 4.482 0.653 -0.699
C 3.152 0.251 -0.683
C 2.768 -0.927 -0.049
C 1.380 -1.405 0.012
O 0.989 -2.250 0.798
N 0.497 -0.860 -0.895
C -0.808 -1.251 -0.927
N -1.676 -0.780 -1.757
N -2.888 -1.311 -1.601
C -2.953 -2.184 -0.647
S -4.378 -3.041 -0.182
C -5.634 -2.284 -1.274
C -6.033 -0.916 -0.729
O -6.958 -0.776 0.043
N -5.268 0.087 -1.200
C -5.301 1.412 -0.632
C -4.058 1.664 0.246
C -4.027 0.738 1.481
C -3.921 1.707 2.662
C -4.496 2.990 2.063
O -4.047 2.999 0.723
S -1.426 -2.452 0.188
C 3.728 -1.709 0.592
C 5.056 -1.334 0.577
O 6.065 -2.029 1.157
C 5.745 -3.214 1.850
C 5.459 -0.145 -0.078
O 6.790 0.079 -0.005
C 7.404 1.183 -0.631
H 3.195 3.007 -1.221
H 4.511 3.481 -2.320
H 3.447 2.124 -2.758
H 2.411 0.889 -1.136
H 0.791 -0.203 -1.602
H -5.220 -2.234 -2.279
H -6.484 -2.962 -1.228
H -4.433 -0.162 -1.725
H -6.210 1.497 -0.032
H -5.326 2.157 -1.432
H -3.164 1.544 -0.379
H -3.190 0.043 1.447
H -4.951 0.162 1.540
H -4.474 1.371 3.535
H -2.878 1.862 2.938
H -4.131 3.903 2.536
H -5.594 2.978 2.101
H 3.394 -2.606 1.086
H 5.061 -3.021 2.682
H 5.306 -3.963 1.184
H 6.691 -3.587 2.239
H 7.244 1.179 -1.711
H 8.467 1.065 -0.420
H 7.054 2.131 -0.217
*
```

Molecular formula: C19H24NO3W
Method: DFT, the ωB97M-V functional and the def2-TZVPD basis

Properties
HOMO-LUMO gap (alpha / beta) = 3.119 / 4.771 eV
Relative energy (zero: lowest compared OMol25 entry of this formula, charge and spin) = 0.0 kJ/mol
HOMO level (alpha / beta) = -0.345 / -2.039 eV
Electronic energy = -29547.423 eV
Molecular weight = 498.2 g mol⁻¹

Geometry as ORCA input:
```
! wB97M-V def2-TZVPD RIJCOSX def2/J DEFGRID3
* xyz -1 3
W -0.054 -0.067 0.862
C 2.211 0.216 1.801
C 2.398 -0.753 0.758
C 2.014 -0.161 -0.485
H 2.829 -1.743 0.870
C 1.615 1.190 -0.225
C 1.706 1.421 1.204
H 1.511 2.360 1.720
H 2.458 0.101 2.854
H 2.087 -0.616 -1.470
H 1.393 1.935 -0.989
C -2.208 -0.132 1.132
C -1.713 1.158 1.573
C -1.192 1.834 0.420
H -1.778 1.557 2.583
C -1.321 0.964 -0.713
C -1.939 -0.250 -0.283
H -2.288 -1.047 -0.931
H -2.800 -0.826 1.716
H -0.803 2.849 0.404
H -1.089 1.205 -1.753
O 0.463 -2.815 -0.783
C -0.373 -0.178 -4.982
C 0.218 -1.376 -5.181
C 0.443 1.072 -4.811
C -1.878 -0.105 -4.972
C 0.435 -2.828 -2.012
H 1.302 -1.469 -5.202
H -0.399 -2.271 -5.306
H -0.509 -3.091 -2.544
H 1.345 -2.555 -2.612
H 0.421 1.639 -5.739
H 1.480 0.797 -4.567
H 0.052 1.747 -4.042
H -2.245 -0.157 -5.999
H -2.222 0.837 -4.541
H -2.311 -0.956 -4.418
O 1.445 -3.419 1.394
C 0.521 -3.001 2.068
C -0.282 -3.821 3.047
C -0.528 -2.845 4.182
C -0.323 -1.454 3.561
O -0.439 -0.394 4.163
N 0.078 -1.655 2.221
H -1.213 -4.134 2.561
H 0.298 -4.693 3.299
H -1.533 -2.937 4.598
H 0.179 -2.981 5.011
*
```

Molecular formula: C19H24O6STi
Method: DFT, the ωB97M-V functional and the def2-TZVPD basis

Properties
HOMO-LUMO gap (alpha / beta) = 5.937 / 5.931 eV
Relative energy (zero: lowest compared OMol25 entry of this formula, charge and spin) = 50.6 kJ/mol
HOMO level (alpha / beta) = -3.379 / -3.373 eV
Electronic energy = -66330.873 eV
Molecular weight = 428.3 g mol⁻¹

Geometry as ORCA input:
```
! wB97M-V def2-TZVPD RIJCOSX def2/J DEFGRID3
* xyz -1 2
Ti -0.247 -0.094 1.583
C -2.297 3.154 2.338
C -2.484 1.665 2.475
C -1.420 0.879 3.085
C -1.737 -0.547 3.596
C -2.861 -1.140 2.771
C -3.704 -0.387 2.056
C -3.582 1.066 1.970
H -2.938 3.685 3.046
H -2.554 3.484 1.329
H -1.262 3.436 2.535
H -0.777 1.444 3.758
H -2.036 -0.570 4.655
H -3.001 -2.216 2.828
H -4.498 -0.871 1.495
H -4.316 1.638 1.413
C 2.406 -1.785 -0.910
C 2.148 -1.775 0.582
C 2.938 -2.861 1.293
O 0.737 -2.008 0.767
C 2.560 -0.411 1.178
O 3.692 -0.006 1.002
O 1.634 0.174 1.880
H 2.213 -2.781 -1.317
H 3.441 -1.503 -1.097
H 1.754 -1.073 -1.417
H 2.645 -3.838 0.902
H 2.737 -2.841 2.367
H 4.005 -2.705 1.138
H 0.514 -2.022 1.751
C -0.430 -1.350 3.342
H -0.614 -2.429 3.423
H 0.321 -1.089 4.092
C 1.790 0.741 -5.937
C 1.079 0.810 -4.610
C 1.123 1.964 -3.835
C 0.476 2.029 -2.608
C -0.221 0.922 -2.155
C -0.272 -0.237 -2.902
C 0.379 -0.286 -4.129
S -1.132 1.040 -0.648
O -1.307 -0.354 -0.162
O -2.328 1.746 -0.984
O -0.235 1.678 0.336
H 2.034 1.737 -6.306
H 1.176 0.241 -6.686
H 2.724 0.181 -5.852
H 1.672 2.827 -4.197
H 0.520 2.923 -1.999
H -0.808 -1.096 -2.517
H 0.342 -1.196 -4.718
*
```